# 1
C15H33N2O4PS2 | ωB97M-V with the def2-TZVPD basis set

Values from the calculation:
Structure (SMILES): N=[PH2][C@@]1(N=C=S)COS(=O)(=O)O1.CCCCCC.CCCCCC
Highest occupied orbital energy, Eh: -0.33780
Lowest unoccupied orbital energy, eV: -1.541
Electronic energy, eV: -58211.8948
Total charge: 0

Structure (XYZ):
```
57
Properties=species:S:1:pos:R:3:forces:R:3
N 5.559283 -3.214841 3.454638 0.43 -1.96 -1.67
P 5.197483 -3.724438 1.943061 0.99 0.11 4.17
C 3.265063 -3.537234 1.793932 -0.24 -2.47 -2.42
N 3.168193 -2.529664 0.667666 1.71 6.59 5.10
C 3.439231 -1.268438 1.212345 -3.56 -0.01 -2.45
S 3.182019 0.414883 1.541831 1.46 -6.30 -0.95
C 2.435497 -4.828858 1.129669 0.11 0.28 -0.24
O 1.057166 -4.248925 1.006547 1.71 1.32 2.77
S 0.909947 -3.385645 2.499714 -6.54 4.07 3.17
O -0.165982 -4.070988 3.375576 5.07 0.90 -3.15
O 0.500109 -1.893850 2.461785 2.27 -5.16 -1.23
O 2.530479 -3.296543 3.057781 -0.71 -1.03 -3.12
H 6.021291 -4.012843 3.986674 -0.81 1.42 -0.85
H 5.885739 -2.954670 0.904761 -1.27 -0.64 0.42
H 5.618684 -5.104006 1.745407 -0.71 0.82 -0.49
H 2.856600 -5.063421 0.046943 -1.14 0.43 2.40
H 2.224124 -5.752066 1.818189 1.32 1.63 -1.27
C 0.634945 5.027470 -3.463373 0.15 0.11 -0.14
C 0.214512 3.568296 -3.539780 -0.19 -0.03 0.04
C -0.341255 3.026712 -2.220398 0.00 -0.14 -0.01
C 0.641992 3.024182 -1.043617 0.00 0.15 0.03
C 1.937306 2.242040 -1.271446 -0.11 0.00 0.14
C 1.712175 0.757026 -1.511294 0.04 -0.10 -0.17
H 1.454186 5.175684 -2.753543 -0.09 0.03 -0.05
H 0.981445 5.371350 -4.443805 -0.04 0.04 0.15
H -0.204754 5.661524 -3.160028 0.11 -0.05 0.01
H 1.058982 2.959875 -3.879121 -0.04 -0.02 0.04
H -0.562564 3.471481 -4.307813 0.10 -0.06 0.08
H -0.710934 2.008656 -2.387786 0.02 0.06 0.04
H -1.218264 3.621346 -1.934797 0.07 -0.05 -0.03
H 0.126576 2.610991 -0.166870 0.05 0.01 -0.07
H 0.897716 4.057320 -0.780694 -0.04 -0.07 -0.02
H 2.570980 2.356131 -0.382107 -0.03 0.10 -0.14
H 2.501459 2.667612 -2.106155 -0.01 0.04 0.02
H 1.179408 0.300694 -0.670821 -0.01 0.00 -0.11
H 2.671959 0.243802 -1.623264 -0.11 -0.05 0.00
H 1.134488 0.579372 -2.423997 0.03 0.00 0.11
C -1.765510 -1.629254 0.010647 0.08 -0.16 -0.12
C -2.371004 -0.331954 -0.501389 0.08 0.11 0.03
C -2.588734 0.711554 0.597085 -0.07 0.10 -0.06
C -3.568548 0.306401 1.704970 0.11 -0.14 0.07
C -4.976641 -0.063409 1.233794 0.01 0.07 0.23
C -5.707976 1.085057 0.555818 -0.12 -0.02 -0.17
H -2.427927 -2.131778 0.721742 0.11 0.03 -0.01
H -1.592020 -2.318516 -0.822648 0.00 0.01 0.11
H -0.804828 -1.445436 0.503026 -0.20 -0.04 -0.02
H -3.311130 -0.544909 -1.020302 0.00 0.07 0.02
H -1.694443 0.093218 -1.252781 -0.10 0.01 0.03
H -2.930372 1.643337 0.132131 0.01 -0.02 0.04
H -1.621880 0.944499 1.061017 -0.06 -0.05 -0.03
H -3.639350 1.135912 2.420487 -0.02 -0.08 -0.07
H -3.153517 -0.538508 2.266909 0.00 0.09 -0.05
H -5.562162 -0.377817 2.107747 0.11 -0.03 -0.12
H -4.942927 -0.925375 0.561485 0.05 0.00 0.02
H -5.785767 1.948853 1.223860 0.03 -0.05 -0.09
H -6.721106 0.776545 0.281030 0.07 0.11 0.00
H -5.199439 1.401563 -0.360437 -0.06 0.02 0.10
```
Positions in Å, forces in eV/Å.

Mulliken population analysis, charges in e, atoms 1 to 8: -0.66, 0.21, 0.45, -0.39, 0.17, -0.02, -0.40, -0.27

---

# 2
C3H21O8Y | ωB97M-V with the def2-TZVPD basis set

Values from the calculation:
Multiplicity: 2
Highest occupied orbital energy (spin up / spin down), Eh: -0.23665 / -0.41155
Lowest unoccupied orbital energy (spin up / spin down), eV: -3.021 / -3.362
Electronic energy, eV: -20870.7592
Total charge: +1

Structure (XYZ):
```
33
Properties=species:S:1:pos:R:3:forces:R:3
Y -0.138232 -0.477388 0.931362 0.42 0.39 -2.76
C -0.991822 2.198032 -2.511208 1.31 -0.31 -0.65
C -0.443932 0.772212 -2.618528 0.13 -1.21 1.21
C 0.984808 0.606602 -3.203728 -0.05 1.05 0.08
O -0.500722 0.034822 -1.397488 -0.12 0.11 2.09
H -2.004442 2.298422 -2.120558 0.11 -0.33 0.06
H -0.981282 2.493102 -3.560458 -0.24 0.69 0.04
H -0.290952 2.831542 -1.967568 -0.09 0.23 0.16
H -1.125302 0.319282 -3.338738 -0.09 -0.51 -0.13
H 1.196648 -0.397288 -3.571728 -0.35 0.03 -0.06
H 1.776798 0.842672 -2.493008 -0.17 -0.07 0.65
H 1.210788 1.342532 -3.975378 -0.32 -0.17 -0.52
O -0.424552 1.523242 2.238772 0.27 0.07 -0.11
H -0.638982 1.636362 3.164762 -0.01 -0.25 0.63
H -0.538202 2.394062 1.857992 -0.19 0.45 -0.33
O 1.724478 1.033112 0.550232 -0.08 0.12 0.31
H 1.582908 1.969622 0.688592 -0.08 0.45 0.05
H 2.604588 0.975822 0.178272 0.32 -0.27 -0.31
O 1.650868 -1.685968 -0.066998 0.18 -0.06 -0.23
H 2.101718 -2.398458 0.386112 0.25 -0.46 0.56
H 2.255578 -1.421878 -0.760408 -0.02 0.29 -0.63
O 1.477708 -0.841568 2.564912 -0.31 0.55 -0.08
H 2.333258 -0.412808 2.585652 0.66 0.53 -0.11
H 1.594288 -1.635228 3.087162 -0.13 -1.10 0.67
O -1.087302 -1.539458 3.033982 -0.09 1.04 -0.94
H -1.998682 -1.831378 3.054062 -0.81 -0.26 0.02
H -0.649952 -2.072288 3.698092 0.77 -0.52 0.64
O -2.360282 0.042492 1.010132 -0.67 -0.15 -0.05
H -3.036852 0.151682 1.678382 -0.14 0.02 0.60
H -2.806182 0.230312 0.184222 0.05 0.04 -0.89
O -0.702692 -2.638308 0.335382 -0.42 -0.18 0.19
H -0.221152 -3.303718 -0.156138 0.48 -0.07 -0.41
H -1.552902 -3.040188 0.513852 -0.56 -0.16 0.24
```
Positions in Å, forces in eV/Å.

Mulliken population analysis, charges in e, atoms 1 to 8: 0.12, -1.29, 0.53, -1.16, -0.65, 0.29, 0.42, 0.25

---

# 3
C17H12ClN3O3S | ωB97M-V with the def2-TZVPD basis set

Values from the calculation:
Structure (SMILES): O=C(COC(=O)c1cccnc1Cl)Nc1nc(-c2ccccc2)cs1
ΔE to the lowest compared entry with this formula, charge and spin, kcal/mol: 0.0
Highest occupied orbital energy, Eh: -0.30310
Lowest unoccupied orbital energy, eV: -0.110
Electronic energy, eV: -51794.9540
Total charge: 0

Structure (XYZ):
```
37
Properties=species:S:1:pos:R:3:forces:R:3
O -1.813001 -4.185300 -1.259899 -0.18 -0.09 0.00
C -1.505156 -3.201596 -0.631206 -0.26 0.32 0.07
N -0.195105 -2.825370 -0.541034 0.43 -0.46 -0.54
C 0.453301 -1.828384 0.144095 -0.28 0.64 1.11
N 1.620413 -1.432708 -0.213396 0.04 -0.46 -0.65
C 2.135201 -0.482339 0.619692 -0.72 0.17 0.89
C 1.317543 -0.168597 1.669150 0.14 -0.13 -0.26
S -0.138252 -1.081990 1.624048 0.61 -0.29 -0.47
H 1.462014 0.545133 2.453161 0.08 0.22 0.13
C 3.436569 0.099717 0.317810 0.47 0.16 -0.17
C 4.042639 -0.191630 -0.904000 -0.12 0.01 0.13
C 5.272641 0.350200 -1.221883 0.11 0.05 -0.02
C 5.916613 1.188824 -0.326862 0.06 0.01 -0.04
C 5.323009 1.480905 0.890444 0.04 0.07 0.06
C 4.092546 0.942061 1.214284 -0.08 -0.11 -0.13
H 3.644801 1.171000 2.169258 -0.04 0.02 0.11
H 5.823538 2.131866 1.592357 0.04 0.04 0.05
H 6.878196 1.612971 -0.575244 0.08 0.03 -0.02
H 5.731956 0.118919 -2.171702 0.03 -0.02 -0.07
H 3.530025 -0.844100 -1.593015 -0.02 -0.05 -0.06
H 0.421864 -3.344937 -1.159477 -0.15 0.05 0.11
C -2.540286 -2.340223 0.075327 -0.41 -0.32 0.23
H -3.533940 -2.682494 -0.233580 0.26 0.00 0.08
H -2.463744 -2.443660 1.165851 -0.03 -0.05 -0.17
O -2.360959 -0.979539 -0.295695 -0.16 -0.09 -0.28
C -2.932533 -0.073348 0.502649 -0.13 0.02 0.22
O -3.597469 -0.361358 1.465505 0.01 -0.05 -0.09
C -2.681489 1.333359 0.090419 0.04 0.26 -0.05
C -3.516886 2.302532 0.650144 0.16 -0.06 -0.12
C -3.346925 3.636558 0.331094 0.03 -0.12 -0.03
C -2.326448 3.963534 -0.549995 -0.25 0.05 0.22
N -1.515515 3.063643 -1.073184 0.34 -0.14 -0.27
C -1.676063 1.791879 -0.771002 -0.33 0.15 0.18
Cl -0.531231 0.745097 -1.499159 0.38 -0.04 -0.28
H -2.137875 4.984245 -0.853035 -0.07 0.12 0.04
H -3.984904 4.397245 0.750388 -0.06 0.08 0.03
H -4.289118 1.973946 1.330223 -0.03 -0.01 0.04
```
Positions in Å, forces in eV/Å.

Mulliken population analysis, charges in e, atoms 1 to 8: -0.62, 0.47, -0.05, 0.44, -0.60, 0.02, -0.52, -0.12

---

electronic energy of number 2 (C3H21O8Y)? -20870.7592 eV

---

What is the total charge in the second record? +1